Formula: C4H6P2
Source: the OMol25 dataset
Level of theory: wB97M-V/def2-TZVPD

The geometry in XYZ format:
```
12
Properties=species:S:1:pos:R:3:forces:R:3
C -0.499407 -1.878125 1.917283 1.13 -2.52 2.32
C -0.027590 -0.815899 1.081070 0.56 0.51 -2.51
C -0.675899 0.075567 0.346058 -0.62 2.04 -0.64
P 0.663456 1.276543 -0.302463 -0.39 0.49 0.37
C 0.345528 2.012533 -2.013710 0.21 0.74 1.22
P 1.021858 -0.827893 -0.414143 0.37 -0.50 0.45
H -1.461391 -2.247266 1.485137 0.92 -0.04 0.50
H -0.666753 -1.587933 2.989832 -0.01 -0.02 -1.00
H 0.361179 -2.668718 1.974621 -2.00 0.94 -0.16
H 0.383499 1.354557 -2.827807 0.15 -1.22 -1.09
H 1.158172 2.756495 -2.132772 -0.40 -0.35 0.11
H -0.602652 2.550140 -2.103105 0.06 -0.07 0.44
```
Positions in Å, forces in eV/Å.

**Strongest force on any atom**: 3.6 eV/A
**Total energy**: -22818.775 eV
**HOMO level**: -7.557 eV
**Energy above the lowest of the compared OMol25 structures with the same formula, charge and spin**: 2.221 eV
**Structure (SMILES)**: CC1=C2P(C)#P12

Here are the Mulliken charges for atoms 1 to 6, given in e: -0.89 0.47 -0.36 0.07 -0.92 -0.10

Formula: C4H6P2
Source: the OMol25 dataset
Level of theory: wB97M-V/def2-TZVPD

The geometry in XYZ format:
```
12
Properties=species:S:1:pos:R:3:forces:R:3
C -1.254027 0.981350 -0.399719 1.37 -0.47 -1.18
C -0.401966 -0.255151 -0.475673 0.23 -0.39 0.88
P -0.891008 -1.749780 -1.064311 -1.26 0.28 -0.93
P 0.975704 -2.709626 -0.757502 1.40 1.55 -1.55
C 1.664024 -1.311145 0.189625 -0.40 -0.39 -0.85
C 0.885638 -0.199956 0.207747 0.32 1.05 -1.37
H -0.693001 1.778713 0.032824 0.49 0.83 -0.06
H -2.021943 0.827579 0.259762 -2.20 -0.50 1.66
H -1.687702 1.259384 -1.342024 -0.04 0.24 -0.48
H 0.362665 -3.282426 0.249028 -1.05 -1.76 2.36
H 2.707727 -1.533209 0.325911 0.34 0.98 0.90
H 1.087655 0.886992 0.405882 0.80 -1.41 0.63
```
Positions in Å, forces in eV/Å.

**Strongest force on any atom**: 3.1 eV/A
**Total energy**: -22820.742 eV
**HOMO level**: -8.563 eV
**Energy above the lowest of the compared OMol25 structures with the same formula, charge and spin**: 0.254 eV
**Structure (SMILES)**: CC1=P#[PH]C=C1

Here are the Mulliken charges for atoms 1 to 6, given in e: -1.29 0.80 -0.21 -0.09 -0.38 -0.48